Record 1
24
Properties=species:S:1:pos:R:3:forces:R:3:lowdin_charge:R:1 method="wB97M-V/def2-TZVPD" e_lumo_ev=0.805 homo_energy_ev=-8.504 gap_ev=9.31 e_above_lowest_ev=5.061 fmax_ha_per_bohr=0.0913 charge=0
C 0.351233 0.264029 0.597143 -0.8 0.7 -0.3 -0.18
C -2.333504 -1.145213 0.782682 0.7 3.6 -1.5 -0.07
C 2.119466 1.311988 -0.682556 -0.1 0.0 0.1 -0.11
C 0.845567 2.613320 0.871859 0.0 0.0 -0.1 -0.11
N -1.067386 -1.737263 0.526650 1.2 -0.2 -1.0 -0.27
N 0.827842 1.480891 -0.037980 0.0 0.0 0.0 -0.27
C -0.481490 -0.633911 -0.317617 3.0 -3.5 -1.0 -0.37
N -1.215559 -3.039005 -0.013475 0.4 0.1 0.1 0.02
C -0.179854 -0.882615 -1.626534 -0.8 0.7 1.1 0.06
H -1.576674 -3.028904 -0.968376 0.0 0.1 0.0 0.06
H -0.299690 -3.472648 -0.026466 -0.1 -0.1 0.0 0.08
H 1.178170 -0.353234 0.987007 -0.2 -0.1 -0.1 0.14
H -0.279282 0.531890 1.446756 0.1 0.0 0.1 0.11
H -1.887831 -0.042711 0.060101 -3.1 -1.6 2.4 0.18
H -3.184282 -1.533283 0.218875 0.1 -0.1 0.1 0.08
H -2.495747 -0.973514 1.841637 -0.5 0.1 0.0 0.07
H 2.345467 2.195195 -1.281673 0.0 0.0 0.0 0.08
H 2.094301 0.445945 -1.338942 0.0 0.0 0.0 0.07
H 2.936040 1.168149 0.044939 0.0 0.0 0.0 0.09
H 1.148259 3.507005 0.324467 0.0 0.0 0.0 0.08
H 1.543973 2.477568 1.715287 0.0 0.0 0.0 0.09
H -0.155375 2.786020 1.267626 0.0 0.0 0.0 0.08
H -0.312668 -1.850491 -2.085581 -0.4 -0.1 0.0 0.04
H 0.079024 -0.089209 -2.305830 0.4 0.2 0.1 0.06

Record 2
24
Properties=species:S:1:pos:R:3:forces:R:3:lowdin_charge:R:1 method="wB97M-V/def2-TZVPD" e_lumo_ev=0.935 homo_energy_ev=-8.611 gap_ev=9.55 e_above_lowest_ev=4.451 fmax_ha_per_bohr=0.0911 charge=0
C 0.983058 -1.243295 1.472978 2.3 -2.3 -2.4 -0.07
C -0.237375 -0.462100 0.831214 0.1 -1.3 3.0 -0.61
C -1.558157 -1.138112 1.277819 0.1 0.9 1.0 -0.07
C -0.242730 -0.339932 -0.681595 0.9 -0.9 -0.9 -0.31
C -0.351291 0.888217 -2.318642 -3.3 1.3 -0.1 -0.17
C 0.829166 0.450431 -1.525844 0.4 -4.3 -0.1 -0.43
H 1.815307 -1.082603 0.628613 -1.0 0.1 2.5 0.11
H 1.339350 -1.173736 2.567421 -0.8 1.3 -1.7 0.10
H 1.001901 -2.375026 1.483804 -1.0 0.8 -0.7 0.07
H -1.456741 -1.303865 2.430834 -0.7 0.1 -2.1 0.12
H -2.495747 -0.620985 0.929798 1.0 0.2 0.8 0.09
H -1.626533 -2.029550 0.717501 0.0 -1.6 -0.1 0.05
H -1.008372 0.744630 2.342116 3.5 0.8 -2.5 0.15
H 0.827790 0.883554 1.968305 -2.8 0.3 -0.6 0.10
H -0.349900 -1.337640 -1.256207 -0.1 1.2 1.3 0.17
H -0.969137 1.280731 -0.261370 -1.2 0.0 -2.6 0.11
H -0.422540 1.931511 -2.515984 0.4 1.1 -0.7 0.09
H -0.853321 0.363359 -3.212230 1.5 0.2 1.3 0.14
H 1.422147 -0.307070 -2.035466 0.6 0.2 -0.3 0.12
H 1.959225 1.935266 -1.916639 -0.2 -1.1 3.8 0.17
H 1.123063 2.051635 -0.422679 -0.2 0.6 0.4 0.04
N -0.173516 0.846512 1.535086 -0.9 0.1 2.4 0.00
N -1.256360 0.647820 -1.125509 0.3 0.2 2.1 -0.01
N 1.700713 1.390249 -0.913321 0.9 2.2 -4.0 0.04

Record 3
24
Properties=species:S:1:pos:R:3:forces:R:3:lowdin_charge:R:1 method="wB97M-V/def2-TZVPD" e_lumo_ev=0.920 homo_energy_ev=-9.237 gap_ev=10.16 smiles="[H]/N=C(/C)[C@@](C)(N)NCC" e_above_lowest_ev=0.563 fmax_ha_per_bohr=0.0302 charge=0
H 1.403064 0.204154 2.007899 -0.2 0.1 -0.3 0.06
N 1.833541 -0.518835 1.430264 0.4 -0.1 0.4 0.16
C 1.404958 -0.526287 0.246385 -0.2 0.0 0.0 -0.40
C 1.930634 -1.561660 -0.699561 0.1 -0.1 0.4 -0.04
C 0.377121 0.481566 -0.284840 0.0 0.4 -0.3 -0.59
C 1.170307 1.690375 -0.829831 -0.1 -0.3 0.1 -0.02
N -0.463979 -0.143151 -1.318071 0.2 -0.1 -0.2 0.08
N -0.438028 0.936255 0.815315 -1.2 -0.9 0.3 -0.02
C -1.369460 -0.124788 1.390056 0.8 1.0 0.3 -0.24
C -2.686290 -0.424988 0.685579 0.1 -0.2 0.0 -0.11
H 1.157315 -2.296617 -0.896280 -0.2 -0.1 -0.1 0.08
H 2.780142 -2.061076 -0.235388 -0.1 0.1 -0.1 0.08
H 2.230776 -1.126751 -1.638640 0.2 0.2 -0.5 0.07
H 1.667094 2.197699 -0.012850 0.2 0.1 0.2 0.08
H 0.500783 2.395751 -1.315963 -0.2 0.1 -0.1 0.08
H 1.925847 1.374581 -1.552681 -0.1 0.0 0.0 0.08
H 0.094664 -0.452093 -2.103522 0.0 0.0 -0.1 0.07
H -1.120173 0.548469 -1.676282 0.1 -0.1 0.1 0.09
H -0.998267 1.736944 0.531599 0.2 0.0 0.0 0.11
H -0.778283 -1.036556 1.491978 -0.1 0.1 0.0 0.10
H -1.574498 0.245756 2.405086 0.0 -0.3 -0.2 0.11
H -2.505226 -0.916735 -0.266570 -0.1 0.1 0.0 0.05
H -3.258372 0.489276 0.520492 -0.1 0.0 0.0 0.07
H -3.283672 -1.111286 1.305826 0.1 0.3 -0.1 0.07